{"formula": "C51H47AuBrF3N3O2SbSi", "method": "the ωB97M-V functional and the def2-TZVPD basis", "lumo_ev": [-4.7, -6.9], "charge": 2, "homo_energy_ev": [-12.3, -12.5], "s2": 2.01, "e_above_lowest_kcal_mol": 0.0, "molar_mass_g_mol": 1217.7, "spin_multiplicity": 3, "symbols": ["Au", "C", "Si", "C", "N", "C", "C", "C", "C", "C", "C", "C", "C", "C", "C", "C", "C", "C", "C", "C", "C", "C", "H", "H", "H", "H", "H", "H", "H", "H", "H", "H", "H", "H", "H", "H", "H", "H", "H", "H", "H", "H", "H", "H", "H", "H", "C", "O", "C", "C", "C", "Br", "C", "C", "C", "O", "C", "N", "C", "C", "C", "C", "C", "C", "N", "H", "H", "H", "H", "H", "H", "H", "H", "H", "H", "H", "F", "C", "C", "C", "C", "C", "C", "Sb", "C", "C", "C", "C", "F", "C", "C", "C", "C", "C", "C", "F", "C", "C", "H", "H", "H", "H", "H", "H", "H", "H", "H", "H", "H", "H"], "coordinates": [[0.041, 0.746, 0.324], [-0.068, 0.096, 2.333], [-0.453, -1.676, 2.731], [-1.709, -2.528, 1.463], [-1.271, -2.474, 0.136], [-2.026, -1.796, -0.890], [-2.709, -2.860, -1.777], [-1.791, -4.073, -1.974], [-0.331, -3.686, -1.772], [-0.115, -3.230, -0.327], [1.055, -2.758, 2.652], [0.980, -4.078, 3.111], [2.075, -4.923, 3.045], [3.275, -4.456, 2.521], [3.374, -3.148, 2.074], [2.270, -2.309, 2.142], [-1.342, -1.802, 4.358], [-2.621, -2.326, 4.545], [-3.204, -2.358, 5.804], [-2.515, -1.857, 6.897], [-1.241, -1.332, 6.734], [-0.659, -1.312, 5.477], [0.912, 0.364, 2.732], [-0.811, 0.709, 2.844], [-2.692, -2.073, 1.563], [-1.693, -3.561, 1.826], [-1.312, -1.223, -1.485], [-2.732, -1.119, -0.416], [-2.936, -2.380, -2.729], [-3.658, -3.156, -1.331], [-1.943, -4.504, -2.961], [-2.050, -4.855, -1.255], [-0.040, -2.896, -2.468], [0.334, -4.528, -1.962], [0.759, -2.571, -0.232], [0.031, -4.063, 0.360], [0.062, -4.451, 3.553], [2.002, -5.937, 3.411], [4.133, -5.111, 2.474], [4.314, -2.786, 1.676], [2.344, -1.298, 1.774], [-3.189, -2.727, 3.716], [-4.194, -2.772, 5.931], [-2.967, -1.883, 7.878], [-0.699, -0.950, 7.588], [0.344, -0.915, 5.373], [-0.618, 0.918, -3.152], [0.298, 0.468, -2.157], [1.610, 0.284, -2.539], [2.015, 0.261, -3.849], [3.370, 0.067, -4.156], [3.904, 0.023, -5.957], [4.286, -0.080, -3.151], [3.872, -0.050, -1.806], [2.515, 0.109, -1.456], [2.103, 0.092, -0.215], [4.863, -0.152, -0.757], [4.599, -0.031, 0.544], [5.774, -0.156, 1.276], [6.028, -0.110, 2.640], [7.344, -0.273, 3.026], [8.368, -0.474, 2.088], [8.114, -0.520, 0.731], [6.791, -0.357, 0.348], [6.183, -0.346, -0.906], [-0.784, 0.142, -3.901], [-0.245, 1.824, -3.633], [-1.551, 1.131, -2.632], [1.311, 0.388, -4.656], [5.327, -0.212, -3.412], [3.633, 0.136, 0.828], [5.241, 0.045, 3.363], [7.593, -0.244, 4.076], [9.382, -0.595, 2.438], [8.905, -0.675, 0.012], [6.654, -0.458, -1.787], [-0.109, 6.857, 4.463], [-0.504, 5.913, 3.607], [-1.537, 6.196, 2.732], [-1.945, 5.207, 1.852], [-1.321, 3.962, 1.855], [-0.273, 3.714, 2.738], [0.142, 4.690, 3.627], [-1.990, 2.436, 0.584], [-3.197, 3.431, -0.811], [-2.687, 3.890, -2.022], [-3.493, 4.591, -2.904], [-4.810, 4.820, -2.548], [-5.594, 5.490, -3.394], [-5.346, 4.383, -1.351], [-4.529, 3.682, -0.478], [-3.413, 1.448, 1.792], [-4.381, 0.637, 1.203], [-5.284, -0.069, 1.984], [-5.198, 0.055, 3.359], [-6.062, -0.630, 4.115], [-4.259, 0.859, 3.976], [-3.369, 1.561, 3.178], [-2.004, 7.169, 2.752], [-2.754, 5.419, 1.164], [0.230, 2.755, 2.742], [0.948, 4.525, 4.326], [-1.648, 3.730, -2.282], [-3.122, 4.965, -3.847], [-6.380, 4.594, -1.118], [-4.942, 3.332, 0.459], [-4.477, 0.586, 0.124], [-6.066, -0.675, 1.550], [-4.237, 0.928, 5.053], [-2.646, 2.213, 3.654]], "forces_ev_per_angstrom": [[-0.1347, 0.2025, -0.3196], [-0.1749, 0.0838, 0.1918], [0.0289, 0.0220, 0.0336], [0.1139, 0.0638, -0.0845], [-0.0299, -0.1048, 0.0278], [0.0848, 0.0387, -0.0193], [-0.0622, 0.1004, -0.0365], [-0.0266, -0.0821, 0.0017], [0.1185, -0.0299, 0.0173], [-0.0738, 0.0597, 0.0127], [-0.0448, -0.1281, 0.1514], [-0.0006, 0.0222, 0.0473], [0.0132, 0.0395, -0.0239], [0.0094, -0.0126, 0.0079], [0.0327, -0.0053, -0.0247], [0.0230, -0.0497, -0.0109], [-0.0037, -0.0578, 0.0274], [0.0094, -0.0042, 0.0163], [0.0114, 0.0325, -0.0355], [-0.0113, -0.0038, 0.0370], [0.0147, -0.0082, -0.0085], [-0.0301, 0.0224, -0.0021], [0.1125, -0.0367, 0.0494], [0.0026, -0.0212, 0.0428], [-0.0750, 0.0218, 0.0354], [-0.0255, -0.0310, 0.0833], [-0.0321, 0.0601, -0.0027], [-0.0663, 0.0420, -0.0296], [-0.0166, -0.0036, -0.0139], [0.0032, -0.0076, 0.0069], [0.0046, -0.0009, -0.0198], [0.0034, -0.0105, 0.0120], [-0.0038, 0.0193, -0.0262], [-0.0096, 0.0057, -0.0091], [0.0422, -0.0308, -0.0081], [0.0240, -0.0412, -0.0356], [-0.0648, 0.0027, 0.0086], [-0.0043, -0.0342, 0.0110], [0.0309, -0.0282, -0.0066], [0.0020, 0.0179, 0.0011], [0.0143, 0.1567, -0.0750], [-0.0369, -0.0177, -0.1099], [-0.0546, -0.0261, 0.0007], [-0.0227, 0.0044, 0.0406], [0.0244, 0.0105, 0.0251], [0.0667, 0.0360, -0.0206], [-0.0536, 0.0108, -0.0252], [0.1383, -0.0079, 0.0630], [-0.0583, -0.0267, 0.0530], [0.1369, -0.0153, 0.0256], [-0.0640, -0.0013, 0.1494], [0.0201, -0.0008, -0.0561], [-0.1146, 0.0126, -0.0797], [0.0716, -0.0451, -0.0003], [0.0051, -0.0435, -0.0976], [-0.0794, 0.0802, -0.0051], [-0.1269, 0.0775, -0.1458], [-0.0415, -0.0318, -0.0334], [0.0455, 0.0367, 0.0649], [0.0476, -0.0276, -0.0453], [0.0149, -0.0093, -0.0243], [-0.0151, 0.0038, 0.0123], [-0.0689, 0.0052, 0.0779], [0.0802, -0.0031, 0.0048], [-0.1039, -0.0122, 0.0748], [-0.0187, 0.0224, -0.0161], [-0.0352, -0.0188, -0.0075], [0.0260, 0.0029, -0.0453], [-0.0245, 0.0104, -0.0407], [0.0357, 0.0096, -0.0091], [0.0980, -0.0505, -0.0215], [-0.0486, 0.0111, 0.0330], [0.0171, -0.0002, 0.0302], [0.0335, -0.0027, 0.0172], [0.0411, -0.0046, -0.0426], [-0.0112, -0.0087, 0.0116], [-0.0089, -0.0022, -0.0196], [0.0173, 0.0316, 0.0347], [0.0348, -0.0495, 0.0105], [-0.0360, 0.0053, 0.0004], [0.0369, 0.0581, 0.0398], [0.0367, -0.0219, 0.0084], [-0.0362, 0.0423, -0.0114], [0.2950, -0.3347, 0.2429], [-0.1870, 0.0048, -0.0641], [0.0601, 0.0399, 0.0024], [-0.0127, -0.0160, 0.0546], [-0.0467, 0.0260, -0.0451], [0.0212, -0.0112, 0.0155], [0.0418, -0.0074, -0.0090], [0.0078, -0.0178, -0.0730], [-0.0325, 0.0502, -0.0641], [-0.0513, -0.0330, -0.0472], [-0.0053, 0.0607, 0.0200], [-0.0052, -0.0878, 0.0518], [0.0300, 0.0104, 0.0058], [-0.0147, -0.0275, -0.0624], [0.0395, 0.0167, 0.0196], [-0.0227, 0.0504, -0.0015], [-0.0172, -0.0028, -0.0215], [0.0144, 0.0188, -0.0136], [0.0341, -0.0088, 0.0269], [0.0372, -0.0312, -0.0068], [0.0195, 0.0167, -0.0342], [-0.0373, 0.0080, 0.0127], [-0.0016, 0.0047, 0.0290], [0.0332, -0.0396, -0.0414], [-0.0211, -0.0503, -0.0279], [0.0012, 0.0130, 0.0628], [0.0425, 0.0228, 0.0168]], "mulliken_charge": [2.847, -0.937, -0.074, -0.641, 0.186, 0.464, -0.858, -0.724, -0.624, -0.263, 0.140, -0.532, -0.867, -0.756, -0.253, 0.930, 0.712, -0.276, -0.834, -0.632, -0.771, -0.526, 0.913, -0.137, 0.625, 0.506, 0.041, -0.613, 0.465, 0.388, 0.462, 0.293, 0.090, 0.559, -0.247, 0.576, 0.392, 0.441, 0.435, 0.403, -0.430, 0.380, 0.463, 0.422, 0.454, 0.427, -1.203, 0.404, 0.260, -0.410, -1.045, -0.177, -0.626, 0.439, 0.619, -2.673, 0.386, 0.599, 0.394, -0.621, -0.680, -0.521, -0.947, 0.425, -0.034, 0.422, 0.530, 0.105, 0.646, 0.519, -0.342, 0.491, 0.423, 0.418, 0.446, 0.236, -0.306, 0.200, -0.729, -0.424, 0.230, -0.276, -0.706, 1.405, 0.035, -0.455, -0.697, 0.250, -0.311, -0.729, -0.258, 0.420, -0.763, -0.782, 0.181, -0.388, -0.479, -0.727, 0.478, 0.392, 0.286, 0.492, 0.516, 0.479, 0.481, 0.448, 0.685, 0.517, 0.506, 0.531]}